Record 1
The following is a DFT calculation (wB97M-V/def2-TZVPD) of a molecular structure, C37H74N2O12S at a distorted geometry.

Summary:
Charge   0
E_tot   -2864.450584 Eh
Frontier orbital gap   7.879 eV
HOMO   -0.317 Ha
E_LUMO   -0.74 eV

Positions of all 126 atoms, in Å:
C1 -0.0163 2.5929 6.7238
C2 -1.1400 1.5378 7.0691
C3 -1.6336 0.7282 5.7894
C4 -2.6461 1.5328 4.9042
C5 -2.5124 1.3832 3.3980
C6 -3.3124 2.0599 2.4021
C7 -2.9868 1.7905 0.8871
C8 -1.7095 2.6817 0.4704
C9 -0.7149 1.9318 -0.5060
C10 0.6753 1.5531 0.1297
C11 0.6447 0.3448 1.1474
C12 -0.0150 -0.9737 0.6022
O1 0.9435 -1.9858 0.1928
C13 0.7956 -3.1770 0.9627
C14 1.8619 -3.4423 2.0843
O2 -0.1049 -3.9544 0.7256
C15 -4.4049 2.9673 2.8867
N1 -5.2660 3.6705 2.0769
S1 -6.2748 4.4537 3.1764
N2 -5.6345 3.9326 4.6238
C16 -4.5640 3.0961 4.4075
C17 -3.6860 2.3907 5.4216
H1 -0.5046 3.4886 6.2542
H2 0.7451 2.2103 5.9872
H3 0.5244 2.9112 7.6583
H4 -2.0590 1.9996 7.5255
H5 -0.6630 0.7918 7.7739
H6 -1.9929 -0.3091 6.0424
H7 -0.7079 0.5846 5.1506
H8 -1.7237 0.6885 3.0267
H9 -3.9027 2.1023 0.3077
H10 -2.7042 0.7195 0.7205
H11 -2.1494 3.5442 -0.1173
H12 -1.2162 3.1524 1.3636
H13 -0.4891 2.6573 -1.3464
H14 -1.2388 1.0671 -1.0110
H15 1.0510 2.4488 0.7157
H16 1.4476 1.3912 -0.6812
H17 1.7266 0.0880 1.3694
H18 0.2214 0.6927 2.1341
H19 -0.6125 -1.4260 1.4540
H20 -0.7371 -0.8331 -0.2412
H21 1.7216 -4.5006 2.4226
H22 1.7319 -2.7339 2.9518
H23 2.8888 -3.3020 1.6526
H24 -3.8468 2.5092 6.5227
C18 2.4609 -1.6827 -2.3598
O3 1.7342 -0.7943 -3.2013
C19 2.5860 0.0173 -4.0063
C20 2.6767 -0.5158 -5.4342
O4 3.3305 -1.7818 -5.4742
C21 2.4118 -2.8617 -5.5793
H25 1.7696 -2.4301 -1.9774
H26 3.2622 -2.1928 -2.9014
H27 2.8836 -1.1299 -1.5151
H28 3.5809 0.1048 -3.5567
H29 2.1445 1.0179 -4.0326
H30 3.2821 0.1743 -6.0306
H31 1.6851 -0.5752 -5.8941
H32 2.0317 -2.9299 -6.6040
H33 1.5768 -2.7519 -4.8842
H34 2.9424 -3.7832 -5.3387
C22 2.2351 5.2162 2.7467
O5 2.3693 4.3492 3.8629
C23 3.6462 3.7227 3.9149
C24 4.5600 4.4028 4.9228
O6 4.8872 5.7269 4.5165
C25 4.1170 6.7103 5.1919
H35 1.3561 5.8414 2.9074
H36 3.1060 5.8653 2.6272
H37 2.0872 4.6283 1.8348
H38 4.1084 3.6966 2.9224
H39 3.4824 2.6885 4.2318
H40 5.4999 3.8448 4.9768
H41 4.1112 4.4021 5.9215
H42 4.4915 6.8378 6.2125
H43 3.0562 6.4493 5.2208
H44 4.2274 7.6536 4.6560
C26 -8.6870 -1.8282 6.6076
O7 -8.0836 -0.7671 7.3317
C27 -6.7550 -1.0712 7.7398
C28 -5.7282 -0.4146 6.8295
O8 -5.7693 -0.9565 5.5183
C29 -6.4626 -0.1179 4.6212
H45 -9.5802 -1.4390 6.1179
H46 -8.0190 -2.2314 5.8424
H47 -8.9821 -2.6270 7.2956
H48 -6.5997 -2.1543 7.7875
H49 -6.6325 -0.6736 8.7514
H50 -4.7282 -0.6213 7.2256
H51 -5.8620 0.6718 6.8056
H52 -5.8298 0.7325 4.3498
H53 -7.4030 0.2487 5.0409
H54 -6.6889 -0.6864 3.7180
C30 3.9662 -0.9973 -9.2565
O9 3.8515 0.4148 -9.1503
C31 5.0968 1.0430 -8.8679
C32 5.7099 1.6529 -10.1192
O10 6.0816 0.6495 -11.0580
C33 5.1356 0.5074 -12.1068
H55 3.0538 -1.3791 -9.7163
H56 4.8165 -1.2927 -9.8763
H57 4.0685 -1.4366 -8.2586
H58 5.7902 0.3394 -8.3954
H59 4.8957 1.8435 -8.1499
H60 6.6261 2.1819 -9.8391
H61 5.0290 2.3790 -10.5752
H62 5.2420 1.3340 -12.8167
H63 4.1101 0.4775 -11.7304
H64 5.3423 -0.4300 -12.6244
C34 -2.0017 -6.1011 -5.4345
O11 -1.8514 -6.9555 -4.3115
C35 -0.5607 -7.5516 -4.2482
C36 0.3326 -6.8414 -3.2426
O12 0.6308 -5.5138 -3.6598
C37 -0.1663 -4.5404 -2.9930
H65 -2.8960 -5.4959 -5.2822
H66 -1.1459 -5.4320 -5.5555
H67 -2.1314 -6.6994 -6.3422
H68 -0.0932 -7.5754 -5.2383
H69 -0.7020 -8.5862 -3.9231
H70 1.2850 -7.3772 -3.1799
H71 -0.1198 -6.8433 -2.2458
H72 0.2072 -4.3935 -1.9752
H73 -1.2204 -4.8265 -2.9653
H74 -0.0804 -3.5966 -3.5337

---

Record 2
The following is a DFT calculation (wB97M-V/def2-TZVPD) of 8 unconnected molecules or ions with the total composition C26H64O24S6 at a distorted geometry.

Summary:
Charge   0
E_tot   -5223.812253 Eh
Frontier orbital gap   10.973 eV
HOMO   -0.393 Ha
E_LUMO   0.27 eV

Positions of all 120 atoms, in Å:
C1 0.4301 2.8911 3.9758
C2 0.8645 1.7806 3.0042
O1 -0.3964 1.4363 2.3726
C3 -0.4252 0.3955 1.5109
O2 -1.3457 0.2132 0.7378
O3 0.6876 -0.3119 1.6037
C4 0.8146 -1.3624 0.7044
H1 -0.1539 3.6976 3.5013
H2 1.1970 3.3919 4.5704
H3 -0.2014 2.4497 4.7532
H4 1.3307 0.8531 3.4684
H5 1.6590 2.1342 2.3929
H6 1.5107 -2.1049 0.9769
H7 1.1487 -0.9434 -0.2660
H8 -0.1077 -1.8157 0.3656
C5 0.2560 -2.0570 5.0533
C6 0.9635 -3.3937 4.7701
O4 1.8453 -3.0995 3.6554
C7 2.4802 -4.0896 3.0510
O5 2.5074 -5.2791 3.4022
O6 3.2157 -3.5831 2.0549
C8 3.8305 -4.5243 1.1753
H9 0.9767 -1.2828 5.2453
H10 -0.4380 -2.2085 5.9220
H11 -0.2779 -1.6913 4.2180
H12 0.2659 -4.1419 4.3946
H13 1.4996 -3.6638 5.6807
H14 3.1372 -5.2134 0.6779
H15 4.6445 -4.9923 1.6452
H16 4.1996 -3.8639 0.4106
O7 5.4413 -0.9965 -2.7997
S1 4.2677 -0.4486 -2.3117
O8 3.0112 -1.0239 -2.7396
O9 4.1154 -0.2373 -0.7634
C9 5.3398 0.2198 0.0671
C10 4.8188 0.1980 1.5165
C11 4.2967 1.2098 -2.9278
H17 5.7076 1.0918 -0.3583
H18 6.0622 -0.5561 0.0268
H19 5.5530 0.6489 2.2188
H20 4.5649 -0.8222 1.7623
H21 3.9400 0.7826 1.7007
H22 3.3830 1.6209 -2.5856
H23 4.3745 1.1347 -4.0177
H24 5.1669 1.7372 -2.4769
O10 -2.6627 -4.2194 2.5431
S2 -3.1615 -5.4220 1.8925
O11 -4.3349 -6.0807 2.4411
O12 -3.4545 -5.1496 0.3852
C12 -2.8984 -3.9313 -0.1265
C13 -3.8402 -2.7777 -0.0208
C14 -1.9749 -6.7477 1.8465
H25 -2.7053 -4.0618 -1.1464
H26 -1.9024 -3.7283 0.2999
H27 -3.2607 -1.9374 -0.4929
H28 -4.1557 -2.5217 0.9870
H29 -4.7337 -2.9331 -0.6561
H30 -1.8862 -7.2448 2.8318
H31 -1.0416 -6.3918 1.4848
H32 -2.3988 -7.4332 1.1087
O13 3.1709 3.3411 0.8893
S3 2.3532 3.7318 -0.2029
O14 2.8710 4.0245 -1.4884
O15 1.3219 2.5478 -0.3996
C15 0.3942 2.6988 -1.5305
C16 0.4028 1.4724 -2.3822
C17 1.2487 5.0718 0.2399
H33 0.6228 3.5987 -2.1542
H34 -0.6439 2.8160 -1.1615
H35 0.4404 0.5731 -1.7578
H36 1.2953 1.4524 -3.0185
H37 -0.4860 1.4611 -3.0152
H38 0.7727 5.5799 -0.6153
H39 1.9027 5.7822 0.7420
H40 0.4597 4.7339 0.9030
O16 -0.6995 7.1623 1.2855
S4 -2.1079 7.3520 1.5462
O17 -2.5401 8.5120 2.2402
O18 -2.9473 7.1179 0.2774
C18 -2.3566 7.0412 -1.0149
C19 -1.7693 8.3055 -1.5137
C20 -2.7139 6.0084 2.5786
H41 -3.1714 6.7208 -1.6474
H42 -1.7043 6.1949 -0.8850
H43 -2.4238 9.2109 -1.3495
H44 -1.6629 8.2809 -2.5793
H45 -0.7283 8.5321 -1.2023
H46 -3.8286 6.0776 2.5600
H47 -2.2365 6.2031 3.5744
H48 -2.4125 5.0034 2.2740
O19 -2.5360 3.9412 -2.2472
S5 -3.5675 3.0286 -1.8205
O20 -4.9001 3.2337 -2.2331
O21 -3.1490 1.5893 -2.3147
C21 -3.4844 1.1967 -3.6788
C22 -3.6974 -0.2988 -3.7345
C23 -3.3782 2.7006 -0.0293
H49 -2.6922 1.5015 -4.4162
H50 -4.3891 1.7677 -3.9309
H51 -3.6775 -0.5150 -4.7849
H52 -4.6367 -0.6029 -3.3045
H53 -2.8743 -0.8723 -3.3072
H54 -3.8764 1.7297 0.1272
H55 -3.8809 3.3561 0.6073
H56 -2.4320 2.5415 0.3716
O22 0.1051 -2.1365 -2.3086
S6 0.8461 -3.3412 -2.2766
O23 1.6960 -3.7418 -1.1811
O24 -0.3640 -4.5501 -2.4081
C24 -0.0355 -5.8529 -1.8550
C25 -0.1660 -6.8727 -2.9463
C26 1.6131 -3.6304 -3.8008
H57 -0.6519 -6.1903 -0.9914
H58 0.9359 -5.7427 -1.3837
H59 -1.2326 -7.0370 -3.2077
H60 0.3540 -7.8392 -2.7582
H61 0.3406 -6.5341 -3.8876
H62 2.0416 -4.6027 -3.7243
H63 2.3466 -2.8572 -3.9823
H64 0.7686 -3.5767 -4.5029

---

Record 3
The following is a DFT calculation (wB97M-V/def2-TZVPD) of 5 unconnected molecules or ions with the total composition C6H18N2O4 at a distorted geometry.

Summary:
Charge   0
E_tot   -649.876339 Eh
Frontier orbital gap   8.730 eV
HOMO   -0.313 Ha
E_LUMO   0.20 eV

Positions of all 30 atoms, in Å:
C1 -0.5327 2.3989 -1.9903
C2 -0.4325 1.3003 -0.9283
C3 0.2654 1.8660 0.3713
C4 0.0042 0.9540 1.5135
C5 -1.0916 0.9086 2.3206
N1 -1.0057 -0.1774 3.1769
C6 0.0686 -0.8125 2.8060
N2 0.6703 -0.2380 1.7218
H1 -1.5046 2.8355 -1.7619
H2 -0.5449 2.0965 -3.0375
H3 0.2690 3.1359 -1.9238
H4 0.1180 0.3899 -1.1338
H5 -1.4372 1.0705 -0.5811
H6 1.3292 1.8640 0.1212
H7 -0.0718 2.8889 0.5171
H8 -1.9744 1.5199 2.3011
H9 0.3722 -1.7710 3.1966
H10 1.4277 -0.5593 1.1526
H11 -1.2493 -1.8132 -2.7197
H12 -1.7258 -2.8844 -1.8295
O1 -1.3520 -2.7745 -2.7161
H13 -1.2887 -1.3999 0.1534
H14 -2.6448 -1.6215 0.9142
O2 -2.2374 -1.4538 0.0610
H15 1.3527 -1.5893 -2.9044
H16 1.1138 -0.1596 -3.5466
O3 1.3843 -0.6503 -2.7680
H17 3.8851 0.5147 -0.9449
H18 3.4107 -0.9217 -0.9034
O4 3.7674 -0.2059 -0.3749

---

Record 4
The following is a DFT calculation (wB97M-V/def2-TZVPD) of a molecular structure, C28H55N9O2PTl.

Summary:
Charge   +2
E_tot   -2256.652008 Eh
Frontier orbital gap   9.129 eV
HOMO   -0.517 Ha
E_LUMO   -4.93 eV
ΔE to the lowest compared entry with this formula, charge and spin   17.5 kJ/mol

Positions of all 96 atoms, in Å:
Tl1 -0.0234 -0.3145 0.3628
C1 2.4869 -1.5469 4.9239
C2 1.1762 -0.7473 4.8973
C3 1.3925 0.6392 5.5137
C4 0.0821 -1.5001 5.6666
C5 0.7490 -0.5926 3.4984
C6 0.3928 -0.4565 2.3536
H1 2.8147 -1.6705 5.9564
H2 3.2737 -1.0257 4.3774
H3 2.3519 -2.5357 4.4864
H4 1.7007 0.5269 6.5534
H5 0.4725 1.2259 5.4936
H6 2.1722 1.1884 4.9836
H7 0.3954 -1.6350 6.7020
H8 -0.0978 -2.4828 5.2310
H9 -0.8549 -0.9410 5.6646
N1 -0.0504 1.9231 -2.1361
C7 0.1342 0.6852 -2.6584
C8 0.4239 0.5072 -4.0242
C9 0.6485 -0.7501 -4.5131
C10 0.5792 -1.8554 -3.6524
C11 0.2997 -1.6278 -2.3392
N2 0.0909 -0.3803 -1.8345
H10 -0.0856 2.6877 -2.7902
H11 -0.6523 2.0052 -1.3218
H12 0.4529 1.3744 -4.6693
H13 0.8687 -0.8895 -5.5630
H14 0.7440 -2.8616 -4.0059
H15 0.2302 -2.4394 -1.6282
N3 -3.2607 -3.3217 -0.5467
C12 -2.6889 -2.1201 -0.3865
N4 -3.3731 -1.0227 -0.7475
O1 -1.5269 -2.0505 0.0879
H16 -4.2056 -3.4376 -0.8678
H17 -2.7593 -4.1313 -0.2229
H18 -4.2983 -1.0808 -1.1352
H19 -2.9653 -0.1140 -0.5623
C13 4.1512 1.8250 1.6257
C14 3.8430 1.8871 0.1347
C15 4.9826 1.2806 -0.6833
C16 3.5985 3.3297 -0.2921
N5 2.5516 1.1949 -0.1077
N6 2.5320 -0.2135 0.1127
H20 5.0390 2.4162 1.8476
H21 4.3578 0.8056 1.9587
H22 3.3167 2.2229 2.2069
H23 5.8958 1.8577 -0.5430
H24 4.7461 1.2867 -1.7503
H25 5.2119 0.2572 -0.3797
H26 4.4933 3.9301 -0.1346
H27 2.7818 3.7680 0.2833
H28 3.3452 3.3869 -1.3541
H29 2.2718 1.3490 -1.0708
H30 2.6875 -0.3658 1.1060
H31 3.2500 -0.7266 -0.4004
O2 -1.6940 1.2594 0.1110
P1 -2.2797 2.2003 1.1840
N7 -1.0597 2.7797 2.0884
C17 -1.1558 3.2204 3.4957
C18 0.2287 3.7962 3.7696
C19 0.6143 4.4183 2.4304
C20 0.1175 3.3843 1.4226
N8 -3.3239 1.4787 2.2007
C21 -2.9667 0.2726 2.9783
C22 -4.2193 0.0104 3.8037
C23 -5.3349 0.4192 2.8483
C24 -4.7903 1.6899 2.2007
N9 -3.0434 3.3875 0.3774
C25 -3.7144 3.2281 -0.9258
C26 -4.2669 4.6226 -1.2016
C27 -4.6232 5.1278 0.1945
C28 -3.4517 4.6453 1.0434
H32 -1.3998 2.3831 4.1481
H33 -1.9271 3.9855 3.6182
H34 0.9203 2.9884 4.0171
H35 0.2229 4.5068 4.5934
H36 1.6827 4.6064 2.3365
H37 0.0917 5.3660 2.2885
H38 0.8785 2.6230 1.2256
H39 -0.1688 3.8409 0.4703
H40 -2.0723 0.4377 3.5748
H41 -2.7621 -0.5733 2.3100
H42 -4.2248 0.6543 4.6857
H43 -4.2886 -1.0232 4.1361
H44 -6.2902 0.5876 3.3404
H45 -5.4748 -0.3564 2.0916
H46 -5.0402 2.5687 2.8004
H47 -5.1755 1.8459 1.1930
H48 -4.5300 2.4974 -0.8679
H49 -3.0091 2.8871 -1.6846
H50 -5.1139 4.6033 -1.8836
H51 -3.4894 5.2504 -1.6415
H52 -5.5482 4.6576 0.5356
H53 -4.7542 6.2061 0.2464
H54 -3.7339 4.4755 2.0841
H55 -2.6246 5.3599 1.0267

---

Record 5
The following is a DFT calculation (wB97M-V/def2-TZVPD) of 2 unconnected molecules or ions with the total composition C4H7NO2 at a distorted geometry.

Summary:
Charge   0
E_tot   -361.709805 Eh
Frontier orbital gap (alpha / beta)   8.401 / 8.045 eV
HOMO (alpha / beta)   -0.282 / -0.276 Ha
E_LUMO (alpha / beta)   0.73 / 0.52 eV
ΔE to the lowest compared entry with this formula, charge and spin   449.1 kJ/mol

Positions of all 14 atoms, in Å:
C1 0.3032 -1.1955 -2.0537
N1 -0.4270 0.0425 -2.0301
C2 -0.8354 0.8328 -1.2222
C3 -0.2474 -0.6255 1.4056
O1 0.6652 0.2516 1.7475
C4 0.5401 1.5119 1.9715
O2 -1.2923 1.6964 -0.5594
H1 0.6534 -1.4569 -1.0494
H2 -0.3355 -1.9980 -2.4318
H3 1.1556 -1.1058 -2.7291
H4 0.0817 -1.6521 1.4694
H5 -1.2874 -0.3191 1.4375
H6 1.4623 2.0428 2.1529
H7 -0.4365 1.9749 1.8912

---

Record 6
The following is a DFT calculation (wB97M-V/def2-TZVPD) of a molecular structure, NO3Sn at a distorted geometry.

Summary:
Charge   +1
E_tot   -494.230712 Eh
Frontier orbital gap   4.678 eV
HOMO   -0.501 Ha
E_LUMO   -8.96 eV
ΔE to the lowest compared entry with this formula, charge and spin   213.3 kJ/mol

Positions of all 5 atoms, in Å:
Sn1 17.5690 1.2107 -20.4490
N1 15.8863 3.4503 -18.2394
O1 14.8182 3.6756 -17.7210
O2 16.9366 3.4229 -17.5730
O3 15.9992 3.3292 -19.5166

---

Question: Look up the E_tot of the sixth one.
Answer: -494.230712 Eh

---

Question: E_tot of number 4 (C28H55N9O2PTl)?
Answer: -2256.652008 Eh

---

Question: The lowest E_tot belongs to which entry?
Answer: C26H64O24S6

---

Question: Among the records above, which one has the lowest E_tot?
Answer: C26H64O24S6